1.
Computed, not measured: a 3-piece molecular cluster, C4H10O overall, with the ωB97M-V functional and the def2-TZVPD basis.

Last column: natural (NBO) charge in e.
Cartesian coordinates (Å):
H: 1.57 2.63 1.16  -0.030
H: 0.98 2.23 1.37  0.023
C: -2.11 -0.36 -0.26  -0.726
C: -1.19 0.71 0.28  0.451
O: -0.88 0.81 1.45  -0.536
H: -1.64 -0.85 -1.12  0.235
H: -2.33 -1.09 0.52  0.232
H: -3.04 0.11 -0.60  0.237
H: -0.79 1.42 -0.47  0.110
C: 1.95 -0.43 -0.60  -0.388
C: 1.19 -1.44 -0.18  -0.401
H: 2.37 -0.42 -1.60  0.193
H: 2.19 0.41 0.05  0.204
H: 0.95 -2.29 -0.81  0.192
H: 0.78 -1.45 0.83  0.204

## Properties
**HOMO-LUMO gap**: 0.4073 Ha
**ΔE to the lowest compared entry with this formula, charge and spin**: 53.9 kcal per mole

=====

2.
Computed, not measured: a 2-piece molecular cluster, C4H10O overall, with the ωB97M-V functional and the def2-TZVPD basis.

Last column: natural (NBO) charge in e.
Cartesian coordinates (Å):
C: 0.30 -1.34 -1.35  -0.392
C: -0.61 -1.46 -0.41  -0.002
C: -2.08 -1.33 -0.77  -0.632
C: -0.46 -1.40 0.99  -0.650
H: 1.36 -1.37 -1.18  0.185
H: 0.16 -1.29 -2.33  0.184
H: -2.83 -2.02 -0.16  0.213
H: -2.26 -1.70 -1.82  0.211
H: -2.21 -0.33 -0.82  0.216
H: -1.09 -2.08 1.55  0.220
H: -0.71 -0.27 1.40  0.220
H: 0.44 -1.73 1.54  0.227
O: 3.01 5.54 1.34  -0.916
H: 3.87 5.55 1.60  0.455
H: 3.12 5.23 0.43  0.461

## Properties
**HOMO-LUMO gap**: 0.3772 Ha
**ΔE to the lowest compared entry with this formula, charge and spin**: 53.8 kcal per mole

=====

3.
Computed, not measured: a 2-piece molecular cluster, C4H10O overall, with the ωB97M-V functional and the def2-TZVPD basis.

Last column: natural (NBO) charge in e.
Cartesian coordinates (Å):
C: -2.12 0.36 0.62  -0.598
C: -1.23 -0.42 -0.35  -0.466
C: 0.18 0.09 -0.35  0.113
O: 1.14 -0.77 -0.47  -0.349
C: 2.43 -0.53 -0.45  -0.207
H: -2.13 1.43 0.37  0.203
H: -3.15 0.00 0.58  0.211
H: -1.75 0.26 1.64  0.210
H: -1.66 -0.36 -1.36  0.205
H: -1.21 -1.48 -0.09  0.220
H: 1.22 0.49 1.60  -0.037
H: 0.42 1.14 -0.50  0.163
H: 2.76 0.48 -0.71  0.160
H: 1.95 0.26 1.49  -0.007
H: 3.04 -1.40 -0.61  0.180

## Properties
**HOMO-LUMO gap (alpha / beta)**: 0.2967 / 0.3054 Ha
**ΔE to the lowest compared entry with this formula, charge and spin**: 103.2 kcal per mole

=====

4.
Computed, not measured: a 2-piece molecular cluster, C4H10O overall, with the ωB97M-V functional and the def2-TZVPD basis.

Last column: natural (NBO) charge in e.
Cartesian coordinates (Å):
C: -0.63 1.63 -0.91  -0.450
C: 0.08 1.34 0.17  -0.146
C: 1.57 1.05 0.10  -0.645
H: -1.69 1.89 -0.81  0.202
H: -0.22 1.58 -1.89  0.197
H: -0.35 1.10 1.21  0.200
H: 1.87 1.09 -0.89  0.207
H: 1.61 0.10 0.54  0.221
H: 2.15 1.79 0.67  0.216
C: -0.85 -2.09 0.60  -0.257
O: -0.13 -1.95 -0.67  -0.732
H: -0.97 -3.10 0.89  0.180
H: -1.81 -1.65 0.55  0.174
H: -0.19 -1.74 1.45  0.157
H: -0.44 -1.05 -1.00  0.475

## Properties
**HOMO-LUMO gap**: 0.4013 Ha
**ΔE to the lowest compared entry with this formula, charge and spin**: 44.1 kcal per mole